1.
15 unconnected molecules or ions with the total composition C28H76BO22, computed with the ωB97M-V functional and the def2-TZVPD basis.

Structure (XYZ):
```
127
Properties=species:S:1:pos:R:3:forces:R:3
O 26.72005 4.61679 -28.57997 -0.401 -0.297 -0.058
C 27.43227 5.50133 -28.94570 0.433 0.088 0.136
O 28.75751 5.50812 -28.84535 -0.093 0.006 -0.049
B 29.26110 6.80449 -29.25733 -0.060 0.787 -0.560
O 28.07636 7.58679 -29.69243 -0.015 -0.048 0.031
C 26.99055 6.85664 -29.54114 0.378 -0.223 0.435
O 25.86275 7.16622 -29.74975 -0.640 0.254 -0.277
O 30.21103 6.76366 -30.39242 0.077 -0.346 0.109
C 31.33153 7.35352 -30.05213 -0.006 0.186 0.210
O 32.32264 7.46926 -30.71505 0.158 -0.069 -0.146
C 31.16288 7.90436 -28.61901 -0.249 -0.278 -0.063
O 29.97991 7.51101 -28.18610 -0.059 -0.048 0.101
O 31.95938 8.55047 -28.00917 0.416 0.116 0.149
C 33.16104 9.52455 -24.73099 -0.120 0.300 -0.758
O 32.22266 8.50287 -25.06021 0.327 0.119 0.333
H 33.14814 9.68311 -23.65587 0.216 -0.170 0.048
H 34.15165 9.28177 -25.12731 0.118 -0.169 0.514
H 32.92446 10.48320 -25.21770 -0.303 -0.133 0.108
H 32.51535 8.12971 -25.89881 -0.360 0.124 -0.193
C 27.47468 8.67614 -25.73567 0.672 0.056 -0.455
O 27.79368 9.53140 -24.64338 -0.060 -0.018 0.017
H 28.24557 8.71439 -26.51897 -0.053 0.118 0.118
H 27.40206 7.62356 -25.44570 -0.312 0.086 0.157
H 26.55741 9.04940 -26.18276 -0.181 -0.179 0.156
H 28.69529 9.34786 -24.36513 0.012 -0.108 -0.033
C 29.94911 3.79446 -32.02862 0.142 0.020 0.314
C 29.04331 2.69534 -31.50208 -0.249 0.835 -0.256
O 28.51334 1.98997 -32.61986 0.301 -0.283 -0.054
H 30.72559 3.41135 -32.69157 -0.113 -0.102 -0.063
H 30.45668 4.27099 -31.18659 -0.047 0.026 -0.028
H 29.38514 4.56867 -32.54734 0.003 -0.059 -0.102
H 28.20354 3.16089 -30.97106 0.182 -0.127 0.224
H 29.60928 2.08840 -30.78721 -0.186 -0.379 -0.226
H 27.76166 1.45513 -32.34995 0.006 0.060 0.242
C 32.89891 10.70458 -30.66675 -0.498 0.509 -0.161
C 33.31884 12.01339 -31.30163 0.256 -0.051 0.163
O 33.42812 11.83169 -32.71724 -0.096 0.090 0.159
H 32.88400 10.82443 -29.58278 0.157 -0.228 0.022
H 33.54418 9.88701 -30.97407 0.097 -0.042 0.138
H 31.87422 10.47519 -30.97271 0.083 -0.093 -0.031
H 34.28193 12.33136 -30.87646 0.012 -0.049 -0.181
H 32.60515 12.81112 -31.06942 -0.116 -0.112 -0.048
H 33.42205 12.70345 -33.12105 0.035 -0.039 -0.087
C 31.29737 4.71780 -26.25155 -0.258 0.523 -0.584
C 30.25499 5.59217 -25.59038 -0.178 0.095 -0.169
O 30.00870 5.19696 -24.24236 -0.083 0.178 -0.061
H 31.38043 5.04920 -27.29555 0.164 -0.121 0.072
H 30.95492 3.68759 -26.27296 0.218 -0.166 0.179
H 32.27189 4.82791 -25.77927 0.062 -0.196 0.090
H 29.32053 5.50854 -26.15125 -0.100 -0.209 0.241
H 30.51065 6.65354 -25.66141 0.177 -0.041 0.193
H 30.70190 5.58586 -23.70101 -0.008 -0.021 0.025
C 30.49324 11.27485 -26.91203 -0.326 0.050 0.233
C 29.71888 12.28692 -26.07629 -0.185 -0.234 -0.494
O 30.52156 12.86166 -25.04552 -0.210 -0.053 -0.067
H 29.89709 10.96747 -27.77557 0.064 0.058 -0.035
H 30.71609 10.36427 -26.35131 0.146 0.058 0.025
H 31.41724 11.74114 -27.25175 0.084 -0.147 -0.097
H 28.80240 11.83818 -25.67704 0.137 -0.038 0.160
H 29.38447 13.09021 -26.73623 0.198 0.231 0.214
H 30.65815 12.17338 -24.38774 0.062 0.034 0.039
C 29.03886 2.31468 -27.82437 0.688 -0.104 0.403
C 28.40998 1.99562 -26.48449 -0.292 0.090 0.138
O 28.59824 0.62578 -26.11380 -0.103 0.134 -0.006
H 29.10902 3.38928 -27.98519 -0.393 -0.065 -0.197
H 28.50804 1.80091 -28.62538 -0.003 0.205 -0.091
H 30.07961 1.97201 -27.82117 -0.086 -0.182 -0.003
H 27.34029 2.24239 -26.49571 0.041 -0.088 -0.098
H 28.82253 2.59424 -25.67021 0.245 -0.097 -0.068
H 28.14819 0.09034 -26.77470 0.027 -0.022 -0.013
C 28.82593 8.49885 -33.37053 -0.245 -0.133 -0.478
C 29.38812 9.57463 -32.46430 1.235 -1.034 -0.227
O 29.87682 10.69082 -33.20793 -0.788 0.399 0.232
H 28.59332 7.57214 -32.84142 -0.044 0.131 0.191
H 29.53072 8.22711 -34.16165 0.104 0.083 0.093
H 27.92232 8.85120 -33.87744 -0.011 -0.008 0.079
H 30.26756 9.15723 -31.95470 -0.289 -0.136 0.270
H 28.66066 9.82340 -31.69509 -0.001 0.648 -0.161
H 30.74099 10.45636 -33.55542 0.069 0.038 0.060
C 25.68618 9.84775 -31.77415 -0.489 -0.177 -0.077
C 25.59628 11.09866 -32.63456 0.242 -0.086 0.429
O 24.91476 10.88306 -33.86180 -0.065 0.050 -0.090
H 24.71584 9.50473 -31.40518 -0.073 0.177 -0.165
H 26.29805 10.00150 -30.88536 0.222 -0.023 -0.124
H 26.07290 9.02438 -32.37792 0.275 0.009 0.199
H 26.61412 11.47086 -32.80683 -0.096 0.087 -0.116
H 25.04312 11.88056 -32.11253 0.002 0.024 -0.050
H 25.50994 10.43101 -34.46606 0.006 -0.047 0.035
C 24.65805 1.60128 -27.78175 0.009 0.299 0.514
C 24.86814 1.82940 -29.25944 0.077 0.006 -0.339
O 26.24129 1.96454 -29.61021 -0.181 -0.185 0.093
H 25.08672 2.40048 -27.16729 -0.082 0.147 -0.260
H 25.14329 0.69087 -27.42463 -0.155 -0.163 -0.211
H 23.58758 1.57318 -27.55945 0.068 -0.166 0.039
H 24.32483 2.71059 -29.61885 -0.088 0.030 0.207
H 24.46801 0.97907 -29.81666 0.161 -0.019 -0.055
H 26.53737 2.77881 -29.17903 0.138 0.036 -0.060
C 34.73949 6.67628 -26.99779 -0.299 0.875 0.029
C 35.31199 5.48702 -27.72842 0.280 -0.311 0.505
O 36.22955 4.71664 -26.92660 -0.332 0.338 -0.216
H 34.18012 7.27980 -27.72220 -0.151 -0.083 0.137
H 35.47426 7.36176 -26.56495 0.364 -0.298 -0.228
H 34.07185 6.44018 -26.16253 -0.067 -0.369 -0.186
H 35.86488 5.82770 -28.60133 0.097 -0.096 0.006
H 34.50332 4.83321 -28.07038 -0.017 0.073 -0.086
H 35.76110 4.52799 -26.10727 0.111 -0.110 0.040
C 22.65708 6.59771 -28.40972 0.276 0.742 -0.030
C 22.38593 6.59548 -29.90700 0.398 0.439 0.675
O 21.00714 6.80508 -30.17545 -0.121 -0.352 -0.331
H 23.72583 6.48394 -28.21211 -0.086 -0.359 -0.029
H 22.05353 5.87829 -27.86255 0.065 -0.172 -0.036
H 22.42854 7.60219 -28.02763 -0.180 -0.144 0.066
H 22.71600 5.65941 -30.35159 -0.362 -0.094 -0.171
H 22.99308 7.39542 -30.34447 -0.013 -0.107 -0.191
H 20.77054 7.68519 -29.87225 0.070 0.027 0.037
C 26.39264 4.78060 -32.79572 -0.234 -0.703 0.522
C 25.33663 5.86118 -32.79685 0.237 0.272 -0.259
O 24.43082 5.74047 -33.89940 0.011 0.002 0.179
H 26.93485 4.76550 -31.84350 0.231 0.388 -0.181
H 27.08133 4.85596 -33.63522 0.096 0.061 0.052
H 25.95014 3.77942 -32.80795 -0.173 0.134 -0.291
H 25.83432 6.83686 -32.83702 -0.106 0.025 0.084
H 24.75124 5.85170 -31.87925 -0.094 -0.117 -0.048
H 24.81285 6.20381 -34.64843 0.003 -0.050 -0.031
O 32.37044 6.83347 -33.49065 -0.066 -0.100 0.086
H 32.01882 7.67520 -33.79120 0.019 0.017 0.006
H 32.29489 6.87378 -32.52040 0.092 0.085 -0.219
```
Positions in Å, forces in eV/Å.

The value obtained for the HOMO energy is -0.2989 Eh. For the HOMO-LUMO gap, the calculation gives 10.266 eV. As for the net charge: -1. Its energy relative to the best compared isomer or geometry (same formula, charge and spin) is 0.0 kJ/mol.

Löwdin population analysis, charges in e, atoms 1 to 2: 0.15 -0.35

---

2.
8 unconnected molecules or ions with the total composition C28H76N4O12, computed with the ωB97M-V functional and the def2-TZVPD basis.

Structure (XYZ):
```
120
Properties=species:S:1:pos:R:3:forces:R:3
C 0.23764 -7.57086 14.89218 -0.111 0.245 0.063
O 1.49387 -7.25528 14.33436 0.235 -0.034 0.088
C 1.65099 -5.90454 13.91114 0.536 -0.198 0.178
C 1.13324 -5.65258 12.50367 -1.477 0.403 0.233
N -0.33929 -5.52184 12.36444 0.160 -0.381 0.475
C -0.94587 -4.50008 13.20923 0.292 0.314 -0.228
C -2.39946 -4.26799 12.84838 0.119 0.775 0.540
O -3.18830 -5.17491 13.58624 0.079 -0.532 -0.449
C -4.57280 -5.02704 13.40807 -0.231 0.587 -0.346
H 0.34034 -8.37488 15.62065 0.224 -0.144 -0.175
H -0.46452 -7.88287 14.11437 -0.152 -0.041 0.093
H -0.18005 -6.72067 15.44433 -0.052 0.053 -0.149
H 2.72362 -5.68912 13.92530 0.047 -0.280 -0.098
H 1.24488 -5.25450 14.69369 -0.316 0.181 -0.268
H 1.38710 -6.50617 11.87684 0.465 0.136 -0.060
H 1.51637 -4.71116 12.10843 0.528 -0.143 -0.015
H -0.73850 -6.40911 12.65418 -0.167 -0.016 -0.303
H -0.40443 -3.55591 13.07603 0.057 -0.100 -0.190
H -0.87072 -4.72635 14.27906 -0.208 0.022 0.069
H -2.52944 -4.32711 11.76216 -0.139 -0.397 0.023
H -2.68138 -3.23919 13.12873 0.024 -0.062 0.070
H -4.96131 -4.23650 14.06375 -0.078 -0.277 0.230
H -5.04800 -5.98915 13.57855 -0.075 0.055 0.276
H -4.85699 -4.69551 12.39920 0.313 -0.221 -0.105
C -2.00735 -9.08522 2.81267 -0.136 0.415 0.310
O -1.38322 -10.24127 3.31206 0.342 0.233 0.027
C -0.54329 -10.86555 2.36286 -0.181 -0.212 -0.707
C 0.48744 -11.71838 3.06927 -0.324 -0.512 0.420
N 1.06334 -11.05843 4.19828 0.499 0.226 -0.084
C 2.06321 -11.80176 4.91730 0.103 0.312 -0.140
C 2.47714 -11.08415 6.17963 -0.104 0.462 0.312
O 2.85237 -9.75411 5.85458 0.076 -0.543 0.138
C 3.46775 -9.06329 6.91302 -0.152 1.262 -0.699
H -2.41066 -8.52215 3.65692 -0.044 -0.207 0.049
H -2.83916 -9.30850 2.13657 0.123 -0.081 -0.145
H -1.28437 -8.42022 2.32816 -0.020 -0.122 -0.196
H -0.06919 -10.15368 1.67476 0.031 0.335 0.396
H -1.16888 -11.49926 1.71839 0.138 -0.111 -0.009
H 1.31486 -12.00263 2.40769 -0.232 0.121 -0.322
H -0.01457 -12.67472 3.32018 0.120 0.078 0.270
H 0.53078 -10.37341 4.70290 -0.322 -0.250 0.003
H 2.94562 -11.90024 4.27019 -0.009 -0.226 0.064
H 1.70468 -12.80548 5.19049 0.125 -0.087 0.020
H 3.32762 -11.55044 6.69185 -0.084 -0.365 -0.187
H 1.63416 -11.08406 6.88914 0.027 0.091 -0.013
H 3.89967 -8.18814 6.42788 0.189 -0.060 0.068
H 4.28093 -9.58827 7.42258 -0.181 -0.347 -0.012
H 2.74924 -8.62266 7.61052 -0.042 -0.487 0.284
C -1.91841 -12.75070 12.72622 0.097 0.470 0.278
O -2.40461 -12.95529 11.42528 0.303 0.027 -0.604
C -3.16192 -11.86252 10.91176 -0.484 -0.195 1.055
C -2.49576 -10.50732 11.02423 0.284 -0.072 -1.135
N -1.28258 -10.47482 10.23246 0.070 0.056 -0.554
C -0.43437 -9.30355 10.40891 -0.713 -0.624 1.122
C 0.91423 -9.53539 9.80306 0.070 0.109 -0.411
O 1.65964 -10.42306 10.61564 0.173 0.078 0.541
C 2.89051 -10.82726 10.01914 -0.911 0.839 -0.086
H -1.68456 -13.71447 13.17201 -0.155 -0.081 -0.050
H -2.65189 -12.20967 13.33780 -0.079 -0.257 0.115
H -1.00124 -12.14594 12.75560 -0.021 -0.026 -0.206
H -4.09661 -11.84139 11.49560 -0.021 0.206 -0.129
H -3.43045 -12.09020 9.88372 0.267 -0.099 -0.093
H -2.34823 -10.20876 12.06878 0.011 0.032 0.091
H -3.17588 -9.80022 10.53457 -0.182 0.128 0.447
H -0.75465 -11.33588 10.24313 -0.010 -0.023 0.400
H -0.32275 -9.13695 11.49744 0.350 0.240 -0.070
H -0.93075 -8.40970 10.02815 0.184 -0.016 -0.330
H 1.43156 -8.57434 9.68423 0.094 -0.049 -0.015
H 0.78895 -9.98318 8.80676 -0.019 0.151 -0.058
H 3.23643 -10.00098 9.38932 0.231 -0.255 -0.130
H 2.67737 -11.70690 9.40851 0.542 -0.135 -0.002
H 3.62380 -10.96556 10.80962 -0.054 -0.462 -0.012
C 6.06582 -4.84095 4.93589 -0.816 0.507 -0.097
O 6.52792 -5.34913 6.15746 0.565 -0.077 0.253
C 5.90817 -6.54406 6.62104 -0.550 0.957 -0.594
C 6.46656 -6.80253 8.00102 0.441 -0.772 -0.645
N 6.23490 -5.64557 8.84012 -0.287 0.016 -0.092
C 7.07905 -5.62570 10.01451 1.046 0.487 0.275
C 6.86578 -4.38035 10.86123 -0.616 -0.428 0.058
O 7.71077 -4.49691 11.98729 -0.134 0.271 -0.342
C 7.80162 -3.30295 12.71827 0.210 -0.040 0.974
H 5.42343 -5.54867 4.40360 0.254 -0.147 -0.094
H 6.89154 -4.51352 4.30604 0.155 -0.280 0.023
H 5.44282 -3.95121 5.10884 0.030 -0.087 0.076
H 6.05745 -7.31358 5.85724 0.227 -0.393 0.424
H 4.82173 -6.37147 6.66114 0.026 0.011 0.146
H 7.53844 -7.02536 7.86225 0.015 0.130 0.169
H 6.02673 -7.71920 8.40484 -0.172 0.179 0.194
H 6.50250 -4.85460 8.26108 -0.148 0.106 0.072
H 8.15067 -5.63308 9.74576 -0.089 -0.150 -0.076
H 6.93938 -6.48435 10.67210 -0.354 -0.111 -0.218
H 5.80032 -4.36980 11.14075 0.101 0.197 0.233
H 7.07015 -3.43978 10.33624 0.117 -0.099 -0.246
H 8.46658 -3.51843 13.55835 -0.009 0.084 -0.081
H 6.84516 -2.99003 13.15396 -0.135 -0.082 -0.200
H 8.22325 -2.45095 12.17482 -0.029 -0.172 -0.351
C 5.38768 -7.48155 13.15175 0.886 -0.545 0.113
C 4.41179 -8.43005 12.50572 -0.985 0.015 0.259
O 3.73690 -7.74106 11.45253 0.292 0.301 -0.327
H 4.98348 -6.48383 13.29882 -0.137 -0.007 -0.047
H 6.32336 -7.42297 12.58947 -0.192 0.275 -0.182
H 5.70198 -7.88890 14.11687 -0.227 0.102 0.084
H 3.65930 -8.74143 13.24016 0.059 0.008 0.018
H 4.88771 -9.34266 12.13611 0.224 0.106 -0.065
H 3.17983 -8.33963 10.94527 0.014 -0.208 0.205
C 3.34440 -2.90116 8.41109 0.540 0.403 -0.108
C 2.31240 -2.17927 9.26880 0.382 -0.301 0.327
O 1.89950 -2.91034 10.42461 -0.204 -0.171 -0.223
H 3.47808 -2.34700 7.47673 -0.110 -0.030 -0.033
H 3.13460 -3.93878 8.15947 -0.353 0.075 0.146
H 4.31934 -2.85261 8.90379 -0.056 -0.272 0.081
H 1.45949 -1.87802 8.65905 -0.089 0.102 0.134
H 2.81062 -1.31129 9.70267 -0.236 0.301 -0.335
H 1.11874 -3.42858 10.20038 0.067 -0.127 -0.033
O 2.98608 -6.35542 8.92522 -0.106 -0.037 -0.010
H 3.79691 -5.96055 8.57670 0.182 -0.042 0.196
H 3.01440 -6.15008 9.86904 0.171 -0.074 0.082
O 0.17918 -6.37624 8.54345 -0.041 -0.075 -0.015
H -0.07846 -6.71526 7.68157 -0.021 0.000 -0.018
H 1.14540 -6.46434 8.56831 0.053 0.182 -0.071
```
Positions in Å, forces in eV/Å.

The value obtained for the HOMO energy is -0.2984 Eh. The structure (SMILES) is COCCNCCOC.COCCNCCOC.COCCNCCOC.COCCNCCOC.CCO.CCO.O.O. For the HOMO-LUMO gap, the calculation gives 8.732 eV. As for the net charge: 0. Its energy relative to the best compared isomer or geometry (same formula, charge and spin) is 0.0 kJ/mol.

Löwdin population analysis, charges in e, atoms 1 to 2: -0.11 -0.19

---

Q: Look up the energy relative to the best compared isomer or geometry (same formula, charge and spin) of the second one.
A: 0.0 kJ/mol